# C37H51F8NO27

A cluster of 9 separate species, C37H51F8NO27 in total (the ωB97M-V functional and the def2-TZVPD basis, the OMol25 dataset).

Last column: Löwdin charge in e.
CARTESIAN COORDINATES (ANGSTROEM)
C -3.348853 2.357011 -0.427738  -0.100
O -4.027160 2.747865 -1.603329  -0.187
C -3.187830 3.304509 -2.591887  -0.234
C -2.578223 4.665356 -2.225729  -0.160
C -1.095956 4.642240 -1.807675  -0.209
C -0.870253 5.056671 -0.352676  -0.202
C 0.570861 5.270770 0.116965  -0.207
C 1.361150 4.022397 0.520499  -0.195
C 1.296751 2.861278 -0.470300  -0.213
C 1.927327 3.155911 -1.827847  -0.208
C 1.649826 2.071059 -2.866592  -0.199
C 2.375283 0.755794 -2.568058  -0.170
C 1.751398 -0.377667 -3.357189  -0.174
O 2.295736 -1.672629 -3.055798  0.018
C 2.288284 -2.173783 -1.807974  -0.601
N 1.261262 -1.740575 -0.966550  0.182
O 3.083648 -3.004796 -1.485962  0.107
H -3.385074 3.139011 0.336172  0.084
H -2.297920 2.121509 -0.631229  0.079
H -3.835063 1.463360 -0.037965  0.087
H -2.392637 2.584327 -2.837635  0.112
H -3.819849 3.400977 -3.474077  0.116
H -2.708962 5.327560 -3.082232  0.106
H -3.179967 5.072252 -1.407842  0.115
H -0.714143 3.637811 -1.998644  0.067
H -0.525977 5.330611 -2.437534  0.112
H -1.385857 6.017979 -0.250149  0.114
H -1.376568 4.372804 0.336827  0.108
H 1.123709 5.859364 -0.622745  0.110
H 0.496528 5.900201 1.002339  0.081
H 2.412931 4.309218 0.627538  0.116
H 1.042284 3.672593 1.501076  0.096
H 1.826333 2.017633 -0.015746  0.094
H 0.260387 2.526924 -0.588451  0.096
H 3.010306 3.250266 -1.694549  0.123
H 1.575774 4.111846 -2.218431  0.097
H 0.570791 1.883939 -2.903699  0.103
H 1.962250 2.425033 -3.851546  0.118
H 2.335484 0.553261 -1.497948  0.096
H 3.423893 0.853634 -2.855779  0.130
H 1.956251 -0.250778 -4.418233  0.136
H 0.661241 -0.397314 -3.253025  0.111
H 1.620217 -1.371721 -0.095348  0.101
H 0.592932 -1.117678 -1.395120  0.080
O -3.700812 -2.845160 0.956484  0.163
C -3.267816 -3.005409 -0.138650  -0.570
O -3.450699 -4.097279 -0.895295  0.074
C -2.862016 -3.878864 -2.192936  -0.046
C -1.862672 -2.785834 -1.867486  -0.310
F -1.676999 -1.900812 -2.879875  0.072
O -2.473537 -2.108752 -0.783527  0.124
H -3.622597 -3.517369 -2.885833  0.144
H -2.418300 -4.792677 -2.564850  0.110
H -0.883743 -3.147113 -1.547280  0.153
O 0.299976 5.231948 3.216381  0.174
C 0.651508 6.031609 4.016381  -0.532
O 1.675097 5.863969 4.883252  0.080
C 1.904879 7.099371 5.561469  -0.044
C 0.567312 7.798886 5.408703  -0.307
F 0.701625 9.142630 5.273516  0.071
O 0.085475 7.254903 4.193045  0.141
H 2.685338 7.659250 5.042926  0.143
H 2.192305 6.913458 6.591618  0.138
H -0.141276 7.588172 6.207183  0.136
O 2.112058 -5.030224 4.107117  0.165
C 1.216393 -4.757231 3.377379  -0.556
O 0.779051 -3.496189 3.183811  0.067
C -0.117766 -3.495703 2.071826  -0.039
C -0.590777 -4.936453 2.053809  -0.295
F -0.820077 -5.373950 0.795072  0.081
O 0.520902 -5.626738 2.606587  0.147
H 0.450648 -3.243657 1.174354  0.127
H -0.921540 -2.778937 2.218463  0.142
H -1.472744 -5.129312 2.665316  0.177
O -2.252826 -4.804743 -4.848314  0.167
C -3.108438 -4.528342 -5.623079  -0.552
O -3.609765 -3.291869 -5.817652  0.074
C -4.549791 -3.348213 -6.896118  -0.035
C -4.927648 -4.820146 -6.908911  -0.309
F -5.167620 -5.279662 -8.157494  0.080
O -3.753480 -5.429313 -6.402557  0.133
H -4.049484 -3.082372 -7.828296  0.145
H -5.377338 -2.673317 -6.703974  0.141
H -5.765355 -5.091687 -6.264628  0.162
O 7.418722 -4.076906 -6.078858  0.177
C 6.820522 -4.343946 -5.092354  -0.557
O 5.920446 -3.545619 -4.482574  0.074
C 5.296477 -4.275474 -3.417668  -0.047
C 6.327752 -5.350959 -3.140246  -0.314
F 5.773914 -6.529819 -2.766752  0.073
O 6.954601 -5.509870 -4.397467  0.127
H 4.369438 -4.723454 -3.777694  0.147
H 5.077781 -3.623238 -2.580342  0.115
H 7.084177 -5.078620 -2.401693  0.171
O 3.177626 0.393312 1.990147  0.170
C 3.545940 -0.538249 2.623914  -0.553
O 3.495655 -1.822485 2.211642  0.058
C 4.167953 -2.645022 3.173647  -0.035
C 4.093103 -1.785134 4.417986  -0.302
F 5.177397 -1.919075 5.216249  0.079
O 4.066754 -0.473456 3.879328  0.136
H 5.204712 -2.788176 2.865012  0.148
H 3.661216 -3.598121 3.269099  0.111
H 3.195760 -1.938576 5.019190  0.175
O -5.547406 -6.242857 -3.911460  0.178
C -4.836647 -7.014657 -3.357819  -0.537
O -4.738513 -8.330372 -3.636288  0.083
C -3.647540 -8.875924 -2.886926  -0.035
C -3.515070 -7.879462 -1.747443  -0.302
F -2.234698 -7.700041 -1.356029  0.084
O -3.992100 -6.690737 -2.343881  0.112
H -2.745012 -8.862955 -3.499653  0.148
H -3.878300 -9.888554 -2.572752  0.140
H -4.121715 -8.101893 -0.868050  0.176
O -1.167849 6.546658 7.948231  0.180
C -1.037269 7.324000 8.833641  -0.547
O -0.227757 8.408733 8.789787  0.060
C -0.455365 9.195717 9.962648  -0.040
C -1.037382 8.168676 10.918323  -0.311
F -1.964745 8.695089 11.745894  0.084
O -1.661042 7.255030 10.033947  0.144
H -1.194767 9.967727 9.745698  0.147
H 0.473496 9.644968 10.298477  0.140
H -0.300269 7.630840 11.516969  0.174

Atoms 1-2, force components in eV/Å:
0.0 0.0 0.0
0.0 -0.1 0.0

The lowest unoccupied orbital energy is 0.3 eV. As for the SMILES: COCCCCCCCCCCCOC(N)=O.O=C1OC[C@@H](F)O1.O=C1OC[C@@H](F)O1.O=C1OC[C@@H](F)O1.O=C1OC[C@@H](F)O1.O=C1OC[C@@H](F)O1.O=C1OC[C@@H](F)O1.O=C1OC[C@@H](F)O1.O=C1OC[C@@H](F)O1. As for the total energy: -117710.315 eV. The calculation puts the largest force on an atom at 0.0169 hartree/bohr. The molar mass is 1093.8 g mol⁻¹. The value obtained for the orbital gap is 9.8 eV.

=====

# C37H51N5O7S2SiTa

A structure of composition C37H51N5O7S2SiTa in a non-equilibrium geometry (the ωB97M-V functional and the def2-TZVPD basis, the OMol25 dataset).

Last column: Löwdin charge in e.
CARTESIAN COORDINATES (ANGSTROEM)
Ta -0.515533 0.285039 0.381639  1.719
C 2.284595 -0.551404 -1.354584  -0.032
O 1.605775 -0.536174 -0.067971  -0.279
C 2.184327 -1.331963 0.935423  -0.215
C 3.333462 -2.066242 0.749236  0.002
C 3.824136 -2.806337 1.815851  -0.020
C 3.176213 -2.790884 3.044071  -0.027
C 2.025117 -2.041882 3.208772  0.022
C 1.524736 -1.321618 2.136871  -0.178
N 0.343428 -0.511341 2.175271  -0.071
N -0.242949 -0.469525 3.325018  0.162
C -1.204992 0.395605 3.675094  -0.140
C -1.556146 1.518037 2.890240  -0.261
O -1.102721 1.546092 1.628438  -0.229
C -2.263220 2.582153 3.414345  0.024
C -2.696398 2.502862 4.715251  0.066
C -2.470112 1.368075 5.533495  -0.150
C -2.957344 1.316630 6.853733  0.008
C -2.769746 0.192631 7.610816  -0.024
C -2.097832 -0.913896 7.065249  -0.013
C -1.587312 -0.875871 5.788237  -0.003
C -1.750015 0.273658 5.013383  -0.090
H 3.284263 -0.153312 -1.227420  0.115
H 1.709622 0.071999 -2.017723  0.016
H 2.308929 -1.565448 -1.731484  0.100
H 3.861241 -2.072425 -0.194059  0.124
H 4.723623 -3.394300 1.678421  0.130
H 3.573204 -3.357802 3.876033  0.127
H 1.508512 -2.006803 4.156855  0.119
H -2.469188 3.445524 2.793882  0.135
H -3.249391 3.337485 5.132232  0.142
H -3.481043 2.176818 7.260606  0.133
H -3.137121 0.154795 8.629885  0.128
H -1.982466 -1.812922 7.658050  0.126
H -1.071659 -1.733789 5.375881  0.116
O -1.449312 -2.730145 0.781737  0.123
C -1.092296 -1.790162 0.145308  -0.582
C -3.515083 1.322184 -2.121358  -0.001
C -3.706935 0.659564 -0.800731  -0.328
N -2.798957 0.232905 0.079217  -0.024
C -3.494333 -0.336978 1.154299  -0.112
C -4.814966 -0.234116 0.925836  -0.022
N -4.922011 0.393135 -0.299181  0.142
H -2.873941 0.720611 -2.768437  0.072
H -3.062431 2.305264 -2.001366  0.071
H -4.475438 1.450122 -2.619279  0.101
H -2.995479 -0.808963 1.989329  0.118
H -5.668031 -0.548094 1.506217  0.142
H -5.786707 0.602719 -0.772787  0.180
C 1.429065 -4.714150 -1.112043  -0.013
C 0.126412 -5.255748 -1.663157  -0.590
C -0.486421 -6.278513 -0.732491  -0.008
C 0.293696 -5.797744 -3.070569  -0.006
O -0.832511 -4.134023 -1.699382  -0.076
Si -1.147525 -2.830626 -2.518163  0.236
O -0.774912 -1.510713 -1.119301  -0.160
O -2.674491 -2.461543 -2.727208  -0.084
C -3.911141 -3.274361 -2.662649  -0.589
C -5.002261 -2.375751 -3.208737  -0.012
C -3.720366 -4.503567 -3.535675  -0.005
C -4.170941 -3.652730 -1.218796  -0.006
O -0.076075 -2.399511 -3.605654  -0.080
C -0.049530 -1.788077 -4.954680  -0.593
C -1.346174 -2.084723 -5.690983  -0.016
C 0.138272 -0.296700 -4.769833  -0.030
C 1.134598 -2.418434 -5.652667  -0.013
H 2.148133 -5.525978 -0.981516  0.107
H 1.258475 -4.242601 -0.139865  0.087
H 1.858377 -3.982953 -1.807589  0.083
H 0.225405 -7.085951 -0.540635  0.105
H -1.385974 -6.713312 -1.175663  0.097
H -0.752493 -5.809908 0.217388  0.094
H 0.987520 -6.641739 -3.065987  0.109
H 0.691848 -5.027885 -3.739627  0.078
H -0.665047 -6.150282 -3.463507  0.094
H -4.866764 -2.202827 -4.279881  0.097
H -4.987947 -1.410319 -2.690456  0.067
H -5.978847 -2.842172 -3.058220  0.106
H -3.463576 -4.215614 -4.559551  0.092
H -4.645120 -5.081328 -3.568724  0.109
H -2.931424 -5.152736 -3.134567  0.081
H -4.331906 -2.760693 -0.604849  0.077
H -3.329089 -4.212938 -0.803838  0.085
H -5.063393 -4.280277 -1.161629  0.108
H -2.203323 -1.618207 -5.197056  0.083
H -1.518344 -3.164481 -5.747339  0.097
H -1.281474 -1.700559 -6.710219  0.107
H -0.610574 0.078575 -4.068728  0.044
H 0.014405 0.223389 -5.721194  0.107
H 1.137520 -0.072148 -4.380413  0.083
H 0.971959 -3.488058 -5.801499  0.095
H 2.045228 -2.279403 -5.064580  0.093
H 1.278418 -1.953999 -6.631256  0.107
S -0.141859 1.682732 -1.748261  0.712
C 0.798570 3.011442 -1.161990  -0.995
N 0.690874 4.216994 -1.630838  -0.003
C 1.499342 5.266238 -0.966427  -0.149
C 2.669439 4.530162 -0.329659  -0.340
S 2.025495 2.854727 0.029423  1.017
H 0.009345 4.445639 -2.342450  0.169
H 0.881140 5.759427 -0.219352  0.138
H 1.831511 6.004090 -1.687803  0.143
H 3.011057 4.999288 0.587073  0.102
H 3.506048 4.407019 -1.009053  0.098

Atoms 1-2, force components in eV/Å:
-0.1 -1.6 -1.8
0.0 -0.1 0.0

The lowest unoccupied orbital energy is -9.3 eV. As for the total energy: -92063.502 eV. The net charge is +3. The calculation puts the largest force on an atom at 0.0473 hartree/bohr. The molar mass is 951.0 g mol⁻¹. The energy above the lowest of the compared OMol25 structures with the same formula, charge and spin is 206.4 kJ/mol. The value obtained for the orbital gap is 6.1 eV.